{
  "formula": "C23H25N4ORhSSbSe4",
  "method": "ωB97M-V/def2-TZVPD",
  "total_energy_ev": -314034.4309,
  "homo_lumo_gap_ev": [5.915, 5.739],
  "largest_force_ha_per_bohr": 0.018,
  "multiplicity": 5,
  "homo_ev": [-4.06, -4.46],
  "lumo_ev": [1.86, 1.28],
  "e_above_lowest_ev": 0.1313,
  "total_charge": -1,
  "symbols": ["Rh", "C", "N", "C", "C", "C", "C", "C", "N", "C", "C", "C", "C", "C", "C", "H", "H", "H", "H", "H", "H", "H", "H", "H", "H", "H", "Se", "Sb", "Se", "Se", "Se", "C", "C", "C", "N", "C", "S", "N", "C", "O", "C", "C", "C", "C", "C", "C", "H", "H", "H", "H", "H", "H", "H", "H", "H", "H", "H", "H", "H", "H"],
  "coordinates": [[0.40, -0.08, 0.53], [2.18, 1.48, 2.90], [1.90, 1.33, 1.49], [2.45, 2.12, 0.64], [2.05, 2.10, -0.72], [2.49, 2.83, -1.83], [1.72, 2.40, -2.91], [0.84, 1.43, -2.41], [1.04, 1.25, -1.09], [1.21, 2.40, 3.60], [1.25, 2.50, 4.99], [0.35, 3.31, 5.68], [-0.61, 4.03, 4.98], [-0.64, 3.96, 3.60], [0.25, 3.15, 2.91], [3.20, 1.83, 3.07], [2.10, 0.50, 3.37], [3.21, 2.84, 0.96], [3.28, 3.57, -1.84], [1.78, 2.73, -3.94], [0.10, 0.84, -2.93], [1.99, 1.93, 5.54], [0.39, 3.36, 6.76], [-1.32, 4.65, 5.51], [-1.39, 4.52, 3.05], [0.21, 3.08, 1.83], [-1.73, -3.74, -4.11], [-2.42, -3.93, -1.69], [0.90, -2.35, -0.24], [-1.23, -1.54, -0.89], [-4.56, -3.02, -2.33], [-6.69, -0.26, 0.04], [-5.57, -0.79, 0.93], [-4.34, 0.09, 0.84], [-3.25, -0.46, 1.65], [-2.37, 0.18, 2.39], [-0.84, -0.48, 2.74], [-2.68, 1.42, 2.91], [-3.88, 1.93, 3.41], [-4.00, 3.12, 3.57], [-4.95, 0.98, 3.83], [-4.67, -0.25, 4.43], [-5.70, -1.07, 4.84], [-7.02, -0.68, 4.66], [-7.31, 0.54, 4.07], [-6.28, 1.38, 3.67], [-7.57, -0.91, 0.09], [-6.37, -0.22, -1.00], [-7.00, 0.74, 0.35], [-5.30, -1.80, 0.60], [-5.89, -0.86, 1.97], [-4.58, 1.10, 1.17], [-3.99, 0.15, -0.19], [-2.89, -1.34, 1.29], [-1.88, 2.02, 3.07], [-3.64, -0.56, 4.56], [-5.48, -2.02, 5.31], [-7.83, -1.34, 4.97], [-8.34, 0.85, 3.93], [-6.48, 2.35, 3.23]],
  "nbo_charge": [0.72, -0.27, -0.56, 0.16, -0.05, -0.25, -0.35, -0.01, -0.55, 0.09, -0.23, -0.21, -0.23, -0.22, -0.28, 0.19, 0.22, 0.17, 0.20, 0.21, 0.21, 0.20, 0.21, 0.21, 0.23, 0.23, -0.41, 0.72, -0.28, -0.44, -0.75, -0.61, -0.41, -0.22, -0.56, 0.35, -0.23, -0.68, 0.69, -0.57, -0.17, -0.13, -0.23, -0.20, -0.21, -0.18, 0.21, 0.22, 0.19, 0.23, 0.20, 0.20, 0.23, 0.45, 0.45, 0.22, 0.22, 0.21, 0.22, 0.23]
}

***

{
  "formula": "C23H25N5O2S",
  "method": "ωB97M-V/def2-TZVPD",
  "total_energy_ev": -46637.8391,
  "homo_lumo_gap_ev": 8.985,
  "largest_force_ha_per_bohr": 0.033,
  "smiles": "Cc1cc(C)cc(N(C(=O)c2csnn2)[C@@H](C(=O)NC2CCCC2)c2cccnc2)c1",
  "multiplicity": 1,
  "homo_ev": -8.84,
  "lumo_ev": 0.14,
  "e_above_lowest_ev": 0.7735,
  "symbols": ["C", "C", "C", "C", "C", "C", "C", "N", "C", "O", "C", "C", "S", "N", "N", "C", "C", "O", "N", "C", "C", "C", "C", "C", "C", "C", "C", "C", "N", "C", "C", "H", "H", "H", "H", "H", "H", "H", "H", "H", "H", "H", "H", "H", "H", "H", "H", "H", "H", "H", "H", "H", "H", "H", "H", "H"],
  "coordinates": [[-3.60, -0.84, -3.84], [-3.21, -0.89, -2.40], [-4.12, -1.32, -1.43], [-3.79, -1.34, -0.08], [-4.80, -1.78, 0.94], [-2.53, -0.94, 0.30], [-1.62, -0.50, -0.65], [-0.32, -0.10, -0.24], [-0.07, 0.98, 0.52], [1.02, 1.21, 1.02], [-1.20, 1.91, 0.73], [-1.24, 2.84, 1.76], [-2.68, 3.73, 1.61], [-3.11, 2.87, 0.25], [-2.28, 2.00, -0.07], [0.77, -1.01, -0.58], [2.06, -0.16, -0.83], [2.05, 0.65, -1.73], [3.13, -0.53, -0.10], [4.40, 0.18, -0.08], [4.98, 0.39, -1.50], [4.92, 1.90, -1.74], [5.14, 2.49, -0.35], [4.29, 1.59, 0.54], [0.91, -2.13, 0.41], [1.07, -3.44, -0.02], [1.18, -4.45, 0.92], [1.12, -4.11, 2.26], [0.96, -2.87, 2.69], [0.86, -1.91, 1.79], [-1.95, -0.49, -1.99], [-4.32, -1.63, -4.08], [-4.07, 0.12, -4.06], [-2.73, -0.94, -4.48], [-5.11, -1.63, -1.74], [-4.31, -2.18, 1.82], [-5.46, -2.54, 0.53], [-5.40, -0.93, 1.24], [-2.24, -0.95, 1.35], [-0.52, 3.00, 2.53], [0.53, -1.44, -1.56], [2.94, -1.08, 0.72], [5.07, -0.46, 0.50], [4.42, -0.17, -2.24], [6.02, 0.05, -1.52], [5.65, 2.24, -2.47], [3.92, 2.16, -2.09], [6.19, 2.41, -0.07], [4.84, 3.53, -0.28], [3.25, 1.90, 0.51], [4.62, 1.59, 1.58], [1.12, -3.66, -1.08], [1.31, -5.48, 0.61], [1.19, -4.87, 3.04], [0.75, -0.91, 2.19], [-1.23, -0.13, -2.72]],
  "nbo_charge": [-0.63, 0.02, -0.22, 0.02, -0.63, -0.27, 0.27, -0.45, 0.67, -0.63, -0.04, -0.39, 0.62, -0.33, -0.16, -0.14, 0.72, -0.64, -0.61, -0.04, -0.41, -0.41, -0.40, -0.43, -0.09, -0.15, -0.25, 0.03, -0.41, 0.02, -0.25, 0.22, 0.23, 0.22, 0.20, 0.22, 0.22, 0.22, 0.22, 0.26, 0.24, 0.41, 0.20, 0.23, 0.20, 0.20, 0.23, 0.19, 0.21, 0.24, 0.21, 0.22, 0.22, 0.19, 0.21, 0.22]
}

***

{
  "formula": "C23H25N8O2RhS",
  "method": "ωB97M-V/def2-TZVPD",
  "total_energy_ev": -54104.4272,
  "homo_lumo_gap_ev": 7.593,
  "largest_force_ha_per_bohr": 0.023,
  "multiplicity": 1,
  "homo_ev": -13.76,
  "lumo_ev": -6.17,
  "total_charge": 2,
  "symbols": ["Rh", "N", "C", "S", "N", "N", "C", "C", "C", "C", "C", "C", "N", "H", "H", "H", "H", "H", "H", "H", "O", "C", "C", "C", "C", "N", "C", "C", "C", "C", "C", "C", "O", "C", "C", "N", "H", "H", "H", "H", "H", "H", "H", "H", "H", "H", "H", "H", "C", "C", "N", "C", "C", "N", "H", "H", "H", "H", "H", "H"],
  "coordinates": [[-1.29, -0.01, -0.82], [-5.11, 1.65, -2.07], [-3.99, 0.96, -1.88], [-3.49, 0.56, -0.24], [-3.30, 0.57, -2.92], [-2.25, -0.20, -2.56], [-1.93, -1.19, -3.31], [-1.07, -2.18, -2.72], [-0.67, -3.32, -3.41], [0.11, -4.26, -2.75], [0.47, -4.03, -1.44], [0.03, -2.88, -0.81], [-0.73, -1.98, -1.43], [-5.67, 1.96, -1.30], [-5.46, 1.78, -3.01], [-2.44, -1.33, -4.26], [-0.97, -3.46, -4.44], [0.43, -5.16, -3.27], [1.07, -4.74, -0.89], [0.28, -2.67, 0.22], [1.50, -0.41, 5.60], [0.13, -0.69, 5.44], [-0.21, -0.64, 3.98], [-1.51, -0.86, 3.54], [-1.78, -0.77, 2.19], [-0.84, -0.48, 1.28], [0.43, -0.31, 1.69], [0.77, -0.37, 3.03], [1.43, -0.10, 0.62], [2.79, -0.20, 0.83], [3.67, 0.01, -0.23], [5.15, -0.09, -0.03], [5.40, -0.80, 1.16], [3.13, 0.32, -1.47], [1.76, 0.40, -1.61], [0.92, 0.18, -0.59], [1.74, -0.49, 6.53], [-0.50, 0.03, 5.98], [-0.13, -1.69, 5.82], [-2.31, -1.10, 4.22], [-2.78, -0.94, 1.81], [1.78, -0.21, 3.36], [3.20, -0.46, 1.79], [5.55, 0.93, 0.02], [5.60, -0.58, -0.90], [6.34, -0.86, 1.32], [3.76, 0.50, -2.33], [1.30, 0.63, -2.56], [-0.92, 2.84, 1.26], [-0.92, 3.00, -0.22], [-1.14, 2.06, -1.12], [-1.00, 2.65, -2.37], [-0.71, 3.96, -2.20], [-0.67, 4.16, -0.84], [-1.48, 1.95, 1.53], [-1.38, 3.70, 1.74], [0.10, 2.74, 1.63], [-1.16, 2.11, -3.28], [-0.56, 4.75, -2.91], [-0.49, 5.04, -0.38]],
  "nbo_charge": [0.89, -0.75, 0.31, -0.02, -0.41, -0.16, 0.06, 0.14, -0.19, -0.12, -0.22, 0.08, -0.43, 0.42, 0.43, 0.24, 0.25, 0.25, 0.25, 0.22, -0.72, -0.10, 0.08, -0.23, 0.06, -0.50, 0.25, -0.25, 0.14, -0.17, 0.06, -0.10, -0.72, -0.23, 0.06, -0.47, 0.50, 0.20, 0.20, 0.25, 0.23, 0.26, 0.26, 0.20, 0.20, 0.50, 0.25, 0.22, -0.67, 0.41, -0.45, -0.10, -0.06, -0.49, 0.24, 0.25, 0.24, 0.24, 0.25, 0.44]
}